{
  "formula": "C58H52AgAsN2P2S",
  "method": "ωB97M-V/def2-TZVPD",
  "elements": ["Ag", "S", "C", "C", "C", "C", "C", "C", "As", "C", "C", "C", "C", "C", "C", "C", "C", "C", "C", "C", "C", "H", "H", "H", "H", "H", "H", "H", "H", "H", "H", "H", "H", "H", "H", "C", "N", "C", "P", "C", "C", "C", "C", "C", "C", "C", "C", "C", "C", "C", "C", "C", "C", "C", "C", "C", "C", "P", "C", "C", "C", "C", "C", "C", "C", "C", "C", "C", "C", "C", "H", "H", "H", "H", "H", "H", "H", "H", "H", "H", "H", "H", "H", "H", "H", "H", "H", "H", "H", "H", "H", "H", "H", "H", "H", "H", "H", "H", "H", "C", "C", "C", "C", "C", "C", "C", "C", "N", "H", "H", "H", "H", "H", "H", "H", "H", "H"],
  "coordinates": [[0.8503, -0.3139, -0.0536], [3.2433, -0.4102, -0.8422], [4.0356, -1.8383, -0.2808], [5.4266, -1.7930, -0.1235], [6.1462, -2.9160, 0.2154], [5.4910, -4.1238, 0.4107], [4.1099, -4.1745, 0.3021], [3.3638, -3.0584, -0.0445], [1.4183, -3.0296, -0.0347], [1.0197, -4.9530, 0.0331], [0.3530, -5.6224, -0.9879], [-0.0918, -6.9207, -0.8189], [0.1141, -7.5748, 0.3849], [0.7558, -6.9153, 1.4239], [1.1854, -5.6146, 1.2512], [1.0689, -2.7215, -1.9305], [-0.1582, -2.1454, -2.2563], [-0.4350, -1.7598, -3.5567], [0.5177, -1.9483, -4.5468], [1.7278, -2.5457, -4.2397], [1.9999, -2.9328, -2.9381], [5.9218, -0.8448, -0.2791], [7.2233, -2.8563, 0.3319], [6.0513, -5.0160, 0.6623], [3.5998, -5.1168, 0.4823], [0.1889, -5.1133, -1.9323], [-0.6095, -7.4236, -1.6278], [-0.2444, -8.5872, 0.5219], [0.9017, -7.4180, 2.3737], [1.6594, -5.0784, 2.0692], [-0.8890, -1.9941, -1.4645], [-1.3837, -1.2915, -3.7910], [0.3127, -1.6271, -5.5604], [2.4700, -2.6878, -5.0158], [2.9588, -3.3752, -2.6931], [-2.1645, 3.0648, 0.7972], [-1.1351, 3.9339, 0.3043], [0.1214, 3.8374, 0.9811], [1.0463, 2.2062, 0.8296], [1.5871, 2.4009, -0.9132], [2.7672, 3.0305, -1.2947], [3.1022, 3.1217, -2.6356], [2.2685, 2.5974, -3.6085], [1.0968, 1.9595, -3.2368], [0.7696, 1.8549, -1.8989], [2.6042, 2.7095, 1.6988], [3.0263, 3.9930, 2.0566], [4.1254, 4.1790, 2.8747], [4.8229, 3.0959, 3.3835], [4.4024, 1.8123, 3.0588], [3.3100, 1.6283, 2.2385], [-1.3480, 4.9589, -0.5689], [-2.5939, 5.6156, -0.6543], [-2.7686, 6.7015, -1.4783], [-1.7380, 7.1660, -2.2845], [-0.5234, 6.4942, -2.2594], [-0.3257, 5.4142, -1.4328], [-1.6411, 0.9582, 0.5018], [-2.5105, 1.0124, -1.1310], [-3.0969, -0.1296, -1.6762], [-3.7525, -0.1174, -2.8935], [-3.7723, 1.0329, -3.6668], [-3.0864, 2.1453, -3.2001], [-2.4802, 2.1376, -1.9607], [-3.0547, 0.7916, 1.6979], [-2.7199, 0.7762, 3.0504], [-3.6880, 0.6574, 4.0281], [-5.0193, 0.5246, 3.6678], [-5.3672, 0.5344, 2.3269], [-4.3954, 0.6817, 1.3525], [-3.1269, 3.3022, 0.3425], [-2.2577, 3.2112, 1.8864], [-0.0502, 3.9646, 2.0660], [0.7781, 4.6432, 0.6357], [3.4420, 3.4231, -0.5455], [4.0289, 3.6044, -2.9241], [2.5418, 2.6653, -4.6538], [0.4380, 1.5357, -3.9835], [-0.1473, 1.3571, -1.6012], [2.5134, 4.8675, 1.6833], [4.4477, 5.1853, 3.1186], [5.6792, 3.2498, 4.0300], [4.9285, 0.9582, 3.4649], [2.9796, 0.6249, 1.9850], [-3.4168, 5.2929, -0.0333], [-3.7255, 7.2084, -1.4911], [-1.8742, 8.0312, -2.9185], [0.2863, 6.8092, -2.9056], [0.6155, 4.8832, -1.4659], [-3.0231, -1.0427, -1.1225], [-4.2643, -1.0104, -3.2412], [-4.2920, 1.0588, -4.6195], [-3.0394, 3.0426, -3.8055], [-1.9696, 3.0282, -1.6460], [-1.6757, 0.8643, 3.3203], [-3.4150, 0.6715, 5.0783], [-5.7849, 0.4214, 4.4278], [-6.4095, 0.4328, 2.0413], [-4.6768, 0.7129, 0.3072], [0.5841, -0.9882, 2.9255], [-0.5206, -1.9606, 2.6278], [-0.6202, -3.0521, 3.4699], [-1.6310, -3.9855, 3.3398], [-2.5613, -3.7772, 2.3417], [-2.4925, -2.7045, 1.4717], [-3.6205, -2.6098, 0.4834], [-1.4383, -1.7444, 1.5526], [-1.2544, -0.7298, 0.6503], [0.5249, -0.6474, 3.9593], [0.4939, -0.1139, 2.2717], [1.5612, -1.4641, 2.7671], [0.1083, -3.1576, 4.2673], [-1.6952, -4.8489, 3.9893], [-3.3816, -4.4789, 2.2240], [-4.4216, -3.2944, 0.7636], [-3.2997, -2.8766, -0.5268], [-4.0362, -1.6064, 0.4946]],
  "forces_ev_per_angstrom": [[0.4254, -0.6419, 0.0791], [-0.2911, 0.5500, -0.0409], [-0.2650, -0.1057, -0.1056], [0.0933, -0.0209, 0.0684], [0.1549, -0.1068, 0.0177], [0.0771, -0.1901, 0.1397], [-0.0736, -0.3725, -0.0009], [0.2237, 0.0988, 0.0255], [0.1396, -0.2843, -0.0579], [-0.2154, -0.0783, 0.1457], [0.1897, 0.3182, -0.2596], [-0.0881, -0.2252, 0.0074], [-0.0540, -0.0889, 0.0265], [-0.0297, -0.2235, 0.0668], [0.2175, 0.3589, -0.0090], [-0.1159, -0.0820, -0.2509], [-0.1087, -0.2590, 0.2381], [-0.0977, 0.0605, -0.1414], [-0.1296, 0.0463, -0.1148], [0.0700, -0.0348, -0.0840], [0.1700, -0.1094, 0.1649], [0.0281, 0.0752, -0.0316], [0.0062, 0.0041, -0.0290], [-0.0140, -0.0383, 0.0299], [0.0898, 0.0461, -0.0451], [-0.0258, -0.0565, 0.0423], [0.0012, 0.0046, -0.0030], [0.0032, -0.0461, 0.0070], [-0.0064, 0.0447, -0.0019], [-0.0814, -0.0972, 0.0380], [-0.0007, 0.1538, -0.0777], [-0.0067, 0.0108, 0.0340], [-0.0020, 0.0239, -0.0499], [0.0470, -0.0208, 0.0039], [0.0390, 0.0314, 0.0088], [-0.6362, 0.0562, 0.4280], [0.3187, -0.1278, -0.3841], [0.3586, -0.1442, 0.2686], [0.4506, 0.6324, 0.0718], [-0.0341, 0.0790, 0.0393], [0.0054, 0.0070, -0.0151], [0.1648, 0.1622, -0.0425], [-0.0112, -0.0495, -0.1525], [0.0299, -0.0138, -0.1483], [-0.2295, 0.1070, -0.0994], [0.0695, 0.1194, 0.4715], [-0.1554, -0.1925, -0.2725], [0.2982, 0.2240, 0.2076], [-0.0311, -0.0476, -0.0285], [0.3247, 0.0689, 0.2176], [-0.1935, -0.1106, -0.2737], [-0.0345, 0.4903, -0.1288], [-0.0421, -0.2189, 0.2424], [0.0626, 0.2347, -0.2959], [-0.0075, 0.1847, -0.1282], [-0.0167, 0.2000, -0.1132], [0.0082, -0.2241, 0.2865], [-1.2648, 0.5563, 0.2779], [0.0410, -0.1283, -0.0818], [0.0408, 0.0061, 0.0602], [-0.2010, -0.0493, -0.2227], [-0.0206, -0.0450, -0.1336], [-0.1539, 0.1406, -0.2809], [-0.0561, 0.0542, 0.0570], [0.2786, 0.0766, -0.0689], [0.0009, 0.0198, -0.0339], [-0.0087, 0.0222, 0.2376], [-0.2293, -0.0074, 0.1148], [-0.2499, 0.0053, 0.0668], [0.0520, 0.0995, -0.0946], [-0.0081, 0.0255, -0.0241], [-0.0400, -0.0467, 0.0232], [0.0172, 0.1035, -0.0393], [-0.1363, -0.1622, 0.1440], [-0.0035, 0.0226, -0.0015], [0.0278, -0.0111, 0.0088], [0.0122, 0.0301, -0.0478], [-0.0243, -0.0456, -0.0157], [0.1227, 0.1201, -0.1914], [-0.0810, 0.0609, -0.0458], [-0.0262, 0.0294, 0.0207], [-0.0085, -0.0066, 0.0006], [0.0123, -0.0850, -0.0400], [0.0484, 0.0384, 0.0388], [0.0622, -0.0908, 0.0475], [-0.0778, 0.0048, 0.0166], [-0.0484, 0.0271, -0.0808], [0.0363, 0.0321, -0.0515], [0.0550, -0.0343, 0.0058], [-0.0293, -0.0810, 0.1242], [0.0812, -0.0343, 0.0100], [0.0529, -0.0157, 0.0252], [0.0100, 0.0726, -0.0042], [0.0462, 0.0478, 0.0072], [0.1237, -0.0131, 0.1264], [0.0455, -0.0549, -0.0246], [-0.0115, -0.0179, 0.0256], [0.0025, 0.0084, -0.0140], [-0.0563, -0.0114, -0.0373], [-0.0926, 0.1109, -0.3301], [-0.0579, 0.1672, 0.0654], [-0.0755, -0.1511, 0.1473], [0.0755, -0.1345, 0.0728], [-0.0263, -0.2631, 0.1249], [-0.1847, 0.0640, 0.0433], [0.1066, 0.1109, 0.0241], [0.0111, -0.2241, 0.1834], [0.5156, -0.5888, -0.5814], [0.0546, 0.0053, 0.1541], [0.1730, -0.1260, 0.3512], [-0.0294, 0.2197, 0.0013], [0.0914, -0.0079, 0.0400], [0.0060, -0.0249, 0.0699], [-0.0128, -0.0239, 0.0083], [0.0077, -0.0859, 0.0272], [-0.0275, 0.1050, -0.0701], [-0.0372, 0.0021, -0.2275]],
  "mulliken_charge": [2.322, -0.362, 0.819, -0.919, -0.529, -0.800, -0.401, -1.073, 0.831, 0.163, -0.487, -0.691, -0.455, -0.778, -0.227, -0.061, 0.063, -0.146, -0.503, -0.768, -0.649, 0.461, 0.325, 0.363, 0.379, 0.269, 0.384, 0.363, 0.370, 0.473, 0.234, 0.272, 0.377, 0.323, 0.348, -2.616, 1.490, -2.514, 2.429, 0.614, -0.441, -0.948, -1.125, -0.742, 1.221, -0.009, -0.178, -0.798, -0.554, -1.042, -0.131, 1.084, -0.347, -0.659, -0.509, -1.139, 0.013, 3.298, -0.611, -0.073, -0.815, -0.853, -0.948, 0.739, 0.510, -0.480, -0.771, -0.732, -0.642, -0.438, 0.176, 0.242, 0.322, 0.567, 0.330, 0.377, 0.339, 0.550, -0.697, 0.342, 0.397, 0.352, 0.449, 0.027, 0.329, 0.377, 0.360, 0.395, 0.292, -0.728, 0.418, 0.297, 0.503, -0.071, 0.273, 0.393, 0.318, 0.412, 0.296, -1.361, 0.852, -0.517, -1.035, -0.637, 0.532, -1.086, -0.286, 0.041, 0.529, -0.368, 0.418, 0.413, 0.346, 0.256, 0.465, 0.087, 0.136],
  "mol_weight_g_mol": 1053.9,
  "total_charge": -2,
  "e_tot_ha": -5814.46824,
  "orbital_gap_ha": 0.1567,
  "largest_force_ev_per_a": 1.41,
  "lumo_energy_ev": 4.338,
  "e_above_lowest_ev": 0.0000,
  "e_homo_ev": 0.07
}

---

{
  "formula": "C20H41N4PPtS6",
  "method": "ωB97M-V/def2-TZVPD",
  "elements": ["Pt", "C", "C", "S", "C", "C", "S", "C", "C", "S", "H", "H", "H", "H", "H", "H", "H", "H", "H", "H", "H", "H", "C", "N", "C", "C", "N", "C", "S", "H", "H", "H", "H", "H", "H", "S", "C", "C", "P", "C", "C", "C", "C", "H", "H", "H", "H", "H", "H", "H", "H", "H", "H", "H", "H", "H", "H", "H", "S", "C", "N", "C", "C", "C", "N", "H", "H", "H", "H", "H", "H", "H", "H"],
  "coordinates": [[0.0646, -0.1775, 0.6032], [-2.1384, -0.3419, 3.9779], [-2.9124, -1.3146, 3.1066], [-2.2612, -1.5836, 1.4060], [-3.6049, -0.8489, 0.4136], [-3.7638, 0.6475, 0.5811], [-2.2989, 1.5502, -0.0596], [-1.8602, 2.6771, 1.3029], [-1.2841, 1.9649, 2.5119], [-2.5572, 1.4236, 3.7205], [-1.0617, -0.4743, 3.8622], [-2.4067, -0.5313, 5.0180], [-3.9477, -0.9984, 3.0015], [-2.8924, -2.3000, 3.5747], [-4.5213, -1.3625, 0.7063], [-3.3616, -1.1058, -0.6192], [-3.9196, 0.9445, 1.6167], [-4.6148, 0.9796, -0.0164], [-2.7286, 3.2808, 1.5602], [-1.0988, 3.3195, 0.8586], [-0.6128, 2.6355, 3.0487], [-0.7257, 1.0681, 2.1679], [-3.0691, -2.4744, -4.7271], [-1.9375, -1.6621, -5.0768], [-1.5198, -1.3125, -6.3310], [-0.4144, -0.5401, -6.1953], [-0.1661, -0.4233, -4.8535], [-1.1054, -1.1090, -4.1750], [-1.2678, -1.3111, -2.5064], [-3.4527, -2.9607, -5.6185], [-3.8539, -1.8517, -4.2886], [-2.7660, -3.2265, -3.9947], [-2.0296, -1.6365, -7.2147], [0.2019, -0.0774, -6.9370], [0.5783, 0.1088, -4.4289], [0.2113, 0.6868, -1.6022], [3.4305, -3.1930, 2.8750], [2.4553, -2.0328, 2.6955], [1.5822, -1.9790, 1.0572], [3.0260, -1.8875, -0.0859], [2.7241, -1.4826, -1.5184], [0.9059, -3.6822, 0.8736], [0.0803, -3.8581, -0.3936], [3.9461, -3.0860, 3.8283], [4.1876, -3.2143, 2.0961], [2.9103, -4.1455, 2.8897], [2.9971, -1.0875, 2.7812], [1.6998, -2.0732, 3.4874], [3.5042, -2.8704, -0.0738], [3.7121, -1.1536, 0.3464], [2.0913, -2.2085, -2.0200], [3.6508, -1.3826, -2.0787], [2.2158, -0.5156, -1.5399], [0.2822, -3.8826, 1.7496], [1.7447, -4.3834, 0.8814], [-0.7083, -3.1063, -0.4422], [-0.3805, -4.8432, -0.4047], [0.6991, -3.7691, -1.2820], [2.0504, 1.5927, 1.1695], [2.3393, 1.7093, 2.8415], [3.2481, 2.5723, 3.2713], [3.6121, 2.7070, 4.6698], [2.3903, 2.4020, 5.5295], [1.8568, 1.0241, 5.1557], [1.6483, 0.9749, 3.7172], [3.7478, 3.1201, 2.5868], [3.9570, 3.7261, 4.8375], [4.4323, 2.0232, 4.9159], [1.6223, 3.1545, 5.3447], [2.6488, 2.4306, 6.5862], [0.9001, 0.8372, 5.6499], [2.5659, 0.2438, 5.4568], [1.0566, 0.2531, 3.3315]],
  "forces_ev_per_angstrom": [[-0.1743, -1.1907, 0.3747], [-0.2701, 0.5743, -0.1348], [0.3981, -0.2016, -0.1193], [0.4770, 0.4011, -0.0571], [0.3627, 0.0940, 0.1411], [0.1364, 0.4254, -0.2237], [-0.0093, -0.4276, 0.8407], [-0.1821, -0.2152, -0.1883], [-0.2240, -0.1221, 0.3270], [0.3935, -0.2727, -0.0128], [0.0065, -0.0564, 0.0975], [0.1116, -0.0457, 0.0091], [-0.0542, -0.0536, 0.0036], [-0.0756, -0.0142, -0.0655], [0.0111, -0.0717, -0.0803], [-0.0998, -0.0357, 0.0568], [-0.0770, -0.1144, -0.0682], [-0.0428, -0.0096, 0.0701], [0.0235, 0.1388, -0.0255], [-0.0461, 0.0716, 0.0019], [0.1039, -0.0551, -0.0944], [-0.2742, 0.6846, 0.5819], [-0.6306, -0.2932, 0.3531], [0.7860, 0.5197, 0.5287], [0.5661, 0.3365, -0.5454], [-0.3677, -0.1940, -0.4807], [-0.4881, -0.3535, 0.2418], [0.1746, 0.2985, -0.7399], [1.3731, 1.9324, 1.7005], [0.0324, -0.0270, 0.0055], [0.0667, -0.0808, -0.0697], [-0.0792, 0.0033, -0.1749], [-0.0901, -0.0854, -0.1456], [0.0992, 0.1072, -0.1355], [-0.0344, -0.0249, 0.1953], [-1.0502, -2.2710, -1.5215], [-0.0723, -0.0612, -0.0930], [-0.4307, 0.3232, -0.1434], [0.4842, 0.5469, -0.4444], [-0.2275, 0.0715, -0.0321], [-0.0054, 0.3220, 0.0170], [-0.3956, 0.4649, -0.0388], [-0.0525, 0.0116, 0.0196], [-0.0209, 0.0178, 0.0156], [0.0519, -0.0238, -0.0481], [0.0162, -0.1432, -0.0056], [-0.1477, 0.0231, -0.0096], [-0.0015, 0.1124, -0.0291], [0.0207, 0.0370, 0.1920], [-0.0220, -0.1144, 0.1262], [-0.0887, -0.0651, -0.1205], [0.1050, -0.1207, -0.0308], [0.2807, -0.3837, -0.0680], [0.0908, 0.0001, 0.0513], [0.0351, 0.1845, 0.1312], [0.0348, -0.1266, -0.0479], [-0.0364, -0.0533, -0.0013], [0.0005, 0.0342, -0.1080], [-0.4718, -0.6173, -0.5823], [-0.3361, -0.0948, 0.0048], [0.1249, 0.0345, 0.0074], [-0.0098, 0.0487, 0.6048], [0.0912, -0.1300, -0.1505], [0.0615, 0.1193, 0.4019], [0.1979, 0.0266, -0.0091], [-0.1369, -0.1187, -0.0720], [0.0152, -0.0431, -0.0232], [-0.0402, 0.0918, -0.0422], [-0.0261, 0.0178, 0.0426], [0.0183, -0.0088, -0.0231], [0.0990, -0.0249, -0.0628], [-0.0973, 0.0542, 0.0288], [0.0389, 0.2157, -0.1036]],
  "mulliken_charge": [0.464, 0.099, -1.084, 0.220, -0.700, -0.615, 0.043, -0.921, 0.839, -0.136, -0.514, 0.501, 0.452, 0.595, 0.554, 0.092, 0.242, 0.548, 0.500, 0.416, 0.395, -1.132, -0.853, 0.224, -0.138, -0.531, 0.183, -0.268, -0.074, 0.319, 0.324, 0.331, 0.436, 0.445, 0.205, -0.529, -1.496, -0.095, 0.469, -0.885, -0.915, -0.744, -0.903, 0.451, 0.323, 0.341, 0.191, 0.372, 0.528, 0.401, 0.181, 0.445, 0.110, 0.420, 0.604, 0.033, 0.423, 0.291, -0.364, 0.590, -0.178, -0.664, -0.684, -0.544, 0.657, 0.273, 0.415, 0.280, 0.296, 0.377, 0.356, 0.308, -0.597],
  "mol_weight_g_mol": 756.0,
  "total_charge": 2,
  "e_tot_ha": -3855.00006,
  "orbital_gap_ha": [0.2215, 0.2187],
  "largest_force_ev_per_a": 2.93,
  "lumo_energy_ev": [-6.831, -6.942],
  "e_above_lowest_ev": 4.3058,
  "e_homo_ev": [-12.86, -12.89]
}